This record from the OMol25 dataset describes one molecule with the formula C11H20N2O3. The level of theory is wB97M-V/def2-TZVPD.

DFT total energy in a.u.: -766.30870
Relative energy (zero: lowest compared OMol25 entry of this formula, charge and spin) in kcal/mol: 73.2
SMILES: CC[C@H](C)[C@H](NC(=O)[C@@H]1CCCN1)C(=O)O
M in g mol⁻¹: 228.292
HOMO energy in eV: -8.7

Geometry (Å):
C (-0.32, 2.08, -0.93)
C (-1.74, 1.62, -0.43)
C (-1.94, 0.86, 0.96)
C (-0.87, 1.06, 2.08)
C (-1.93, -0.76, 0.71)
N (-0.69, -1.18, 0.07)
C (0.42, -1.39, 0.77)
O (0.46, -1.45, 2.05)
C (1.75, -1.75, 0.06)
C (2.95, -0.96, 0.65)
C (2.84, 0.35, -0.03)
C (2.24, 0.18, -1.43)
N (1.64, -1.26, -1.34)
C (-2.97, -1.25, -0.31)
O (-4.08, -1.54, -0.08)
O (-2.65, -1.32, -1.63)
H (-0.09, 1.72, -2.06)
H (-0.37, 3.20, -1.00)
H (0.40, 1.87, -0.16)
H (-2.23, 2.52, -0.20)
H (-2.34, 1.27, -1.31)
H (-2.86, 1.11, 1.37)
H (-0.87, 0.28, 2.77)
H (0.10, 1.09, 1.58)
H (-0.99, 2.12, 2.53)
H (-2.15, -1.21, 1.68)
H (-0.62, -1.38, -0.94)
H (1.84, -2.81, -0.16)
H (2.79, -1.09, 1.71)
H (3.86, -1.61, 0.31)
H (3.64, 1.07, -0.06)
H (2.03, 0.96, 0.50)
H (2.91, 0.28, -2.23)
H (1.36, 0.88, -1.39)
H (1.89, -1.90, -2.04)
H (-3.40, -1.70, -2.09)

This record from the OMol25 dataset describes one molecule with the formula C4H3NS. The level of theory is wB97M-V/def2-TZVPD.

DFT total energy in a.u.: -607.02283
Relative energy (zero: lowest compared OMol25 entry of this formula, charge and spin) in kcal/mol: 53.4
SMILES: S=CN=c1cc1
M in g mol⁻¹: 97.142
HOMO energy (spin up / spin down) in eV: -8.5 / -8.5

Geometry (Å):
S (2.12, -0.71, 0.54)
C (1.71, 0.88, 0.15)
N (0.42, 1.27, -0.33)
C (-0.46, 0.34, -0.22)
C (-1.83, -0.16, -0.31)
C (-0.87, -0.99, 0.19)
H (2.46, 1.61, 0.22)
H (-2.80, -0.20, -0.66)
H (-0.76, -2.05, 0.40)

This record from the OMol25 dataset describes C10H9AsBCl5F2ORuS as an isolated structure. The level of theory is wB97M-V/def2-TZVPD.

DFT total energy in a.u.: -5715.96744
Spin multiplicity: 2
Relative energy (zero: lowest compared OMol25 entry of this formula, charge and spin) in kcal/mol: 0.0
M in g mol⁻¹: 579.313
HOMO energy (spin up / spin down) in eV: -12.0 / -11.9
Total charge: +1
<S²>: 0.756

Geometry (Å):
Ru (-0.42, -1.38, -0.95)
Cl (2.01, -1.92, -2.12)
C (2.16, -2.25, -0.41)
C (0.97, -2.12, 0.28)
C (0.95, -2.37, 1.64)
Cl (-0.53, -2.26, 2.52)
C (2.14, -2.72, 2.29)
Cl (2.12, -3.04, 3.97)
C (3.34, -2.81, 1.57)
Cl (4.79, -3.23, 2.37)
C (3.35, -2.57, 0.20)
Cl (4.79, -2.67, -0.72)
F (-2.24, -0.21, 1.03)
B (-2.08, -1.27, 0.23)
F (-3.05, -2.18, 0.34)
C (-0.95, 3.44, 0.94)
As (-0.89, 2.46, -0.70)
C (-2.69, 2.05, -1.23)
C (-0.14, 3.59, -2.06)
S (0.45, 0.79, -0.39)
H (-1.53, 4.35, 0.82)
H (0.08, 3.68, 1.23)
H (-1.39, 2.80, 1.71)
H (-3.19, 3.00, -1.42)
H (-3.19, 1.50, -0.44)
H (-2.68, 1.46, -2.15)
H (-0.74, 4.49, -2.18)
H (-0.11, 3.03, -3.00)
H (0.88, 3.85, -1.76)
O (-1.22, -4.30, -0.73)
C (-0.98, -3.21, -0.86)

This record from the OMol25 dataset describes C2HFO4Rb as an isolated structure. The level of theory is wB97M-V/def2-TZVPD.

DFT total energy in a.u.: -501.53758
Relative energy (zero: lowest compared OMol25 entry of this formula, charge and spin) in kcal/mol: 0.0
M in g mol⁻¹: 193.492
HOMO energy in eV: -14.0
Total charge: +1

Geometry (Å):
O (2.72, 0.73, -1.07)
C (2.64, 0.64, -2.23)
O (2.90, 0.96, -3.33)
Rb (3.47, 1.81, 2.29)
F (1.19, -1.32, -4.06)
O (2.44, -1.83, -5.78)
C (1.54, -0.96, -5.41)
O (0.83, -0.30, -6.10)
H (2.16, -2.30, -6.57)

This record from the OMol25 dataset describes a 2-piece molecular cluster, C4H12 overall. The level of theory is wB97M-V/def2-TZVPD.

DFT total energy in a.u.: -159.55530
Relative energy (zero: lowest compared OMol25 entry of this formula, charge and spin) in kcal/mol: 18.6
SMILES: CC.CC
M in g mol⁻¹: 60.140
HOMO energy in eV: -11.4

Geometry (Å):
C (-1.35, -0.23, 1.95)
C (-1.93, 0.72, 0.87)
H (-0.72, 0.27, 2.69)
H (-2.15, -0.55, 2.62)
H (-0.99, -1.11, 1.49)
H (-1.27, 0.94, 0.01)
H (-2.15, 1.64, 1.43)
H (-2.94, 0.56, 0.54)
C (1.58, -1.00, -1.47)
C (1.73, 0.53, -1.38)
H (2.27, -1.48, -2.21)
H (1.96, -1.48, -0.51)
H (0.61, -1.46, -1.72)
H (2.20, 0.77, -0.43)
H (0.72, 0.97, -1.31)
H (2.41, 0.80, -2.14)

This record from the OMol25 dataset describes one molecule with the formula CH5N3. The level of theory is wB97M-V/def2-TZVPD.

DFT total energy in a.u.: -205.32228
Relative energy (zero: lowest compared OMol25 entry of this formula, charge and spin) in kcal/mol: 43.2
SMILES: [H]/N=C\NN
M in g mol⁻¹: 59.072
HOMO energy in eV: -9.4

Geometry (Å):
H (2.16, 0.99, 0.11)
N (2.04, -0.01, 0.04)
C (0.81, -0.35, -0.07)
N (-0.31, 0.46, -0.19)
N (-1.59, 0.00, 0.07)
H (0.57, -1.42, -0.23)
H (-0.17, 1.43, 0.12)
H (-1.62, -0.60, 0.91)
H (-1.90, -0.51, -0.74)